[1]
DFT (ωB97M-V with the def2-TZVPD basis set) results for a molecular structure, C13H36F3KO19P4S.

```
77
Properties=species:S:1:pos:R:3:forces:R:3
K -2.820462 -24.711309 1.638428 0.004 0.099 0.041
C 0.965595 -26.892738 -0.494506 -0.120 -0.163 -0.050
F 0.414209 -28.105921 -0.300040 0.335 0.283 0.027
F 1.550842 -26.507000 0.655950 -0.073 -0.152 -0.257
F 1.911247 -27.010162 -1.439888 -0.084 0.013 0.448
S -0.331215 -25.714093 -1.049806 -0.383 0.232 -0.539
O 0.267585 -24.398721 -0.937181 0.186 -0.023 0.232
O -0.582548 -26.154692 -2.397260 0.004 -0.090 -0.177
O -1.444169 -25.938069 -0.142567 0.130 -0.095 0.323
C -4.140329 -27.744302 6.105867 0.520 0.255 0.400
O -4.985030 -28.058005 5.004570 -0.070 -0.266 0.103
P -5.164013 -27.035492 3.829901 0.154 -0.044 0.003
O -3.943262 -26.319715 3.442603 -0.063 0.398 0.113
O -5.775655 -27.981324 2.752690 -0.270 -0.382 -0.106
C -6.173094 -27.426538 1.498832 -0.085 0.235 -0.362
O -6.400810 -26.126128 4.221400 0.032 -0.064 -0.085
C -6.274390 -24.799775 4.707880 0.417 0.773 0.087
H -3.965135 -26.671216 6.221268 -0.211 -0.017 -0.104
H -3.155308 -28.196123 5.985279 -0.132 -0.151 -0.153
H -4.604436 -28.126173 7.011224 -0.082 -0.050 -0.056
H -7.205759 -27.706019 1.299063 0.026 -0.100 0.090
H -5.525361 -27.822844 0.718859 0.018 -0.008 0.042
H -6.111939 -26.334647 1.493766 0.062 -0.056 0.042
H -6.664498 -24.100550 3.969654 -0.240 -0.156 0.055
H -5.233700 -24.498778 4.861383 -0.002 -0.285 -0.044
H -6.806320 -24.705420 5.652393 -0.145 -0.113 -0.048
C 2.295421 -24.946336 3.968309 -0.177 -0.068 -0.139
O 1.960462 -23.633935 3.484188 -0.162 -0.034 -0.007
P 0.444434 -23.156869 3.555480 0.943 -0.126 -0.350
O -0.513556 -24.205124 3.234760 -0.727 -0.353 0.091
O 0.453746 -21.905529 2.621200 -0.168 0.546 -0.089
C 0.408305 -22.048631 1.187314 0.440 0.006 -0.206
O 0.273594 -22.521372 4.982624 -0.412 0.002 0.216
C 0.976860 -21.328862 5.329742 0.069 0.307 -0.158
H 2.484227 -24.896600 5.039807 0.133 -0.046 -0.008
H 3.170620 -25.270765 3.415098 0.127 0.050 0.120
H 1.486093 -25.649011 3.769782 -0.036 0.074 -0.009
H -0.429673 -21.469745 0.806844 -0.152 -0.121 0.081
H 0.354026 -23.091288 0.882951 -0.184 0.007 -0.048
H 1.323030 -21.624968 0.773238 0.009 -0.020 0.104
H 2.046310 -21.447047 5.154501 0.021 -0.058 0.145
H 0.763968 -21.128278 6.374209 0.098 -0.071 0.073
H 0.624161 -20.492798 4.723584 -0.035 -0.069 0.033
C -3.886412 -20.403988 1.140965 0.158 -0.039 0.083
O -5.015138 -20.389564 2.034206 0.269 0.261 0.000
P -5.585715 -21.695417 2.706253 -0.193 0.417 -0.010
O -4.736435 -22.871664 2.603688 0.414 -0.516 -0.111
O -5.951881 -21.244804 4.171007 -0.032 -0.037 0.243
C -4.973489 -21.240193 5.215258 0.144 0.056 0.237
O -7.015783 -21.882122 2.088866 -0.203 -0.318 -0.025
C -8.025611 -20.874839 2.154260 -0.072 0.518 -0.204
H -3.348419 -21.346814 1.215359 -0.128 -0.070 -0.099
H -3.214433 -19.598612 1.429151 -0.125 0.087 0.043
H -4.239740 -20.243953 0.126867 0.019 -0.058 -0.062
H -4.200425 -21.995180 5.068402 -0.074 -0.023 -0.208
H -5.495013 -21.461490 6.143451 -0.050 0.066 -0.022
H -4.511940 -20.256299 5.284518 -0.010 0.023 -0.035
H -8.988781 -21.367769 2.073725 0.005 -0.082 0.038
H -7.910820 -20.171503 1.325503 0.052 -0.147 -0.033
H -7.973994 -20.297858 3.076473 0.018 -0.196 0.116
C -6.055192 -25.630102 -2.674508 -0.225 -0.358 0.468
O -4.874613 -24.857755 -2.840554 -0.095 0.105 -0.153
P -4.628375 -23.515588 -2.047292 0.019 0.057 -0.481
O -4.291641 -23.658284 -0.630716 -0.003 -0.103 0.691
O -3.563686 -22.788398 -2.931205 0.214 -0.072 -0.021
C -2.220336 -23.348821 -2.972598 0.046 -0.194 -0.327
O -5.942961 -22.677106 -2.331725 -0.049 -0.119 0.113
C -6.556901 -21.908149 -1.302030 -0.036 0.408 0.231
H -6.089570 -26.349155 -3.486385 0.017 0.046 -0.079
H -6.957916 -25.017392 -2.676300 0.114 0.146 -0.199
H -6.041460 -26.179293 -1.727426 0.190 0.051 -0.056
H -1.640354 -23.013976 -2.119438 -0.003 0.058 0.049
H -1.776923 -23.018373 -3.907597 0.006 0.203 0.086
H -2.233139 -24.437840 -3.000708 -0.132 0.017 0.145
H -6.096845 -20.917842 -1.242936 -0.019 -0.034 -0.118
H -6.476261 -22.369843 -0.319350 0.058 -0.218 -0.115
H -7.605218 -21.790359 -1.565044 -0.010 -0.035 -0.062
```
Positions in Å, forces in eV/Å.

## Properties
Total charge = 0
Gap between HOMO and LUMO = 8.92 eV

Results of the Mulliken charge analysis, in e, for atoms 1 through 4: 1.402 0.416 -0.235 -0.197

[2]
DFT (ωB97M-V with the def2-TZVPD basis set) results for 3 unconnected molecules or ions with the total composition C5H10FN2.

```
18
Properties=species:S:1:pos:R:3:forces:R:3
C -3.049449 -0.153807 0.257103 3.213 0.276 0.233
C -1.818556 -0.752535 0.038797 -0.265 0.022 0.071
C 0.543292 -1.254926 -1.647207 3.785 0.000 1.756
C 0.996665 0.343147 1.828715 -0.355 1.176 2.417
C 0.501453 -0.983249 -0.145476 0.153 -2.356 0.062
N -1.944803 0.523202 0.529153 -1.619 -0.461 -0.276
N 0.888291 0.127155 0.389926 0.441 0.388 -0.409
F 0.905171 2.761541 -0.971965 -1.440 1.769 -2.166
H -4.082626 -0.114212 0.283406 -1.834 0.313 0.082
H -0.174705 -1.859217 -2.056668 -2.259 -1.535 -0.218
H 0.493846 -0.320210 -2.202029 0.784 -0.038 -0.140
H 1.517079 -1.970927 -1.766731 -1.790 2.276 -0.063
H 2.009979 0.740377 2.095703 -0.959 0.292 -0.638
H 0.132324 1.119596 2.196456 2.260 -2.100 -0.866
H 1.042821 -0.597962 2.475440 -0.869 0.925 -1.374
H 0.456683 -1.903408 0.560148 -0.143 1.827 -1.285
H 0.459200 3.342634 -1.650491 1.465 -1.803 2.169
H 1.123339 0.952800 -0.214281 -0.571 -0.971 0.646
```
Positions in Å, forces in eV/Å.

## Properties
Total charge = +1
Gap between HOMO and LUMO = 10.22 eV

Results of the Mulliken charge analysis, in e, for atoms 1 through 4: -0.240 0.152 -1.111 -0.829

[3]
DFT (ωB97M-V with the def2-TZVPD basis set) results for 2 unconnected molecules or ions with the total composition C2H2ClO3.

```
8
Properties=species:S:1:pos:R:3:forces:R:3
C 1.978842 0.334710 -0.200054 1.810 0.684 -0.607
C -1.723609 -0.532453 0.280621 -1.736 -2.111 -2.046
O 1.902941 0.729344 -1.289643 -1.114 -0.222 -0.368
O 2.494511 0.094586 0.817593 -0.954 -0.532 0.831
O -0.293665 -0.593118 0.371382 -0.021 -1.843 -3.380
Cl -2.094476 1.174632 -0.321482 -0.267 1.378 -0.360
H -2.085783 -1.097024 -0.781133 1.485 0.951 2.499
H -0.178758 -0.110675 1.122713 0.796 1.697 3.430
```
Positions in Å, forces in eV/Å.

## Properties
Total charge = -1
Gap between HOMO and LUMO = 5.39 eV

Results of the Mulliken charge analysis, in e, for atoms 1 through 4: 0.746 -0.620 -0.373 -0.398

[4]
DFT (ωB97M-V with the def2-TZVPD basis set) results for 2 unconnected molecules or ions with the total composition C5H16N3.

```
24
Properties=species:S:1:pos:R:3:forces:R:3
C -0.649820 1.458720 1.157303 0.587 -0.578 1.947
C 1.431240 1.187470 -0.126698 1.470 4.696 -1.780
N 0.764437 1.036835 0.984186 -1.633 -2.018 0.355
N 0.871114 2.010629 -1.153950 -2.529 -3.605 2.209
N 2.811333 1.132173 -0.074778 -1.359 -0.688 0.538
H 1.040983 0.305449 1.612058 0.496 -0.202 0.217
H -0.195232 1.889784 -1.422899 3.545 0.548 0.495
H 1.526281 2.500765 -1.699453 0.396 0.483 -1.053
H 3.216172 1.042649 0.893308 -0.232 -0.010 -1.977
H 3.360263 1.108788 -0.944938 -0.304 -0.109 1.054
H -1.305743 0.725746 1.732231 1.459 0.664 -0.472
H -1.090220 1.447517 0.191322 -0.672 1.001 -0.478
H -0.492693 2.374592 1.774645 -1.236 -0.218 -1.040
C -1.118475 -1.905929 -0.093830 0.852 -6.411 -0.460
C -2.280205 -1.982470 0.876670 0.220 -1.694 2.516
C -1.334733 -2.605839 -1.538464 -4.107 -0.597 4.420
H -0.206213 -2.440096 0.311084 -0.685 1.381 -0.246
H -1.045523 -0.992345 -0.438110 1.379 5.101 -0.734
H -1.904299 -2.093218 2.043420 -0.979 -0.349 -2.981
H -2.693798 -1.014990 0.924083 -1.148 1.123 -0.132
H -2.468020 -2.779318 -1.465312 1.507 -0.367 -0.743
H -0.829142 -3.501804 -1.699351 0.761 -1.562 0.021
H -3.105095 -2.737076 0.590813 1.453 1.071 0.761
H -1.223938 -2.005616 -2.340995 0.758 2.341 -2.436
```
Positions in Å, forces in eV/Å.

## Properties
Total charge = +1
Gap between HOMO and LUMO = 10.19 eV

Results of the Mulliken charge analysis, in e, for atoms 1 through 4: -0.872 0.657 -0.126 -0.417

What relative energy (zero: lowest compared OMol25 entry of this formula, charge and spin) values result from the calculations? In sequence: 0.0; 123.8; 70.6; 72.5 kcal per mole.